Here is 2 unconnected molecules or ions with the total composition C4H12NOS2 in a non-equilibrium geometry from OMol25. Energies are from ωB97M-V/def2-TZVPD.

Structure (XYZ):
```
20
Properties=species:S:1:pos:R:3:forces:R:3:nbo_charge:R:1
O -1.726 2.281 0.679 0.1 0.1 -0.1 -0.4888
C -1.964 1.201 1.137 -0.1 -0.2 0.1 0.4267
C -1.911 -0.038 0.277 -0.2 -0.7 0.0 -0.3493
N -1.245 0.272 -1.012 0.5 0.9 0.4 -0.7127
H -2.256 1.025 2.183 0.0 0.1 0.0 0.1625
H -1.376 -0.848 0.774 0.1 0.1 0.0 0.2595
H -2.927 -0.396 0.090 0.0 0.1 0.0 0.2566
H -1.420 -0.408 -1.740 -0.2 -0.2 -0.2 0.4412
H -1.536 1.210 -1.318 -0.1 -0.1 0.0 0.4557
H -0.193 0.333 -0.893 -0.3 -0.4 -0.2 0.4495
C 1.357 -2.207 -1.368 -0.1 0.4 0.2 -0.7375
S 1.865 -0.488 -1.054 0.0 0.2 -0.9 0.0799
S 1.801 -0.498 0.995 -0.2 -0.2 0.9 0.0772
C 1.921 1.277 1.330 0.2 0.0 -0.3 -0.7428
H 2.168 -2.866 -1.080 -0.1 -0.2 0.0 0.2530
H 0.442 -2.437 -0.822 0.1 -0.1 0.1 0.2096
H 1.160 -2.295 -2.434 0.1 0.0 -0.1 0.2477
H 1.206 1.843 0.735 -0.1 0.0 0.1 0.2152
H 1.712 1.390 2.392 -0.1 0.0 0.0 0.2530
H 2.923 1.650 1.131 0.0 -0.1 0.0 0.2439
```
Positions in Å, forces in eV/Å.

The total charge is +1. The spin multiplicity is 1. The value obtained for the energy above the lowest of the compared OMol25 structures with the same formula, charge and spin is 0.695 eV. The HOMO energy comes out at -11.90 eV.

***

Here is C19H27ClN6O2 in the gas phase from OMol25. Energies are from ωB97M-V/def2-TZVPD.

Structure (XYZ):
```
55
Properties=species:S:1:pos:R:3:forces:R:3:nbo_charge:R:1
C 3.632 -1.276 -1.510 0.0 0.0 0.0 -0.6427
C 3.417 -0.419 -0.307 0.0 0.0 0.0 0.1461
C 4.233 0.612 0.208 0.0 0.0 0.0 -0.3458
C 3.569 1.059 1.324 0.0 0.0 0.0 -0.0278
N 2.444 0.323 1.438 0.0 0.0 0.0 -0.1850
C 1.384 0.438 2.428 0.0 0.0 0.0 -0.1121
C 1.193 -0.865 3.189 0.0 0.0 0.0 -0.6114
C 0.051 0.885 1.801 0.0 -0.1 0.0 0.6795
O -0.988 0.723 2.410 0.0 0.0 0.0 -0.6200
N 0.134 1.461 0.579 0.0 0.1 0.1 -0.6144
C -1.029 1.622 -0.282 0.0 0.0 -0.1 -0.0665
C -0.866 0.664 -1.464 0.0 -0.1 0.0 -0.2336
N -0.730 -0.706 -1.015 0.0 0.0 0.0 -0.6224
C -1.838 -1.435 -0.758 0.0 0.0 0.0 0.6354
O -2.968 -1.077 -1.031 0.0 0.0 0.0 -0.6038
C -1.542 -2.768 -0.094 0.0 0.0 0.0 0.1287
N -0.269 -2.961 0.257 0.0 0.0 0.0 -0.4595
C 0.076 -4.086 0.864 0.0 0.0 0.0 0.4212
C 1.514 -4.268 1.239 0.0 0.0 0.0 -0.6612
N -0.776 -5.073 1.163 0.0 0.0 0.0 -0.4325
C -2.035 -4.892 0.815 0.0 0.0 0.0 0.0739
C -2.490 -3.743 0.171 0.0 0.0 0.0 -0.1029
Cl -4.160 -3.654 -0.231 0.0 0.0 0.0 0.0629
C -1.212 3.081 -0.692 0.0 0.0 0.0 -0.3885
C -2.467 3.344 -1.544 0.0 0.0 0.0 -0.2302
C -2.142 3.416 -3.035 0.0 0.0 0.0 -0.6017
C -3.156 4.633 -1.102 0.0 0.0 0.0 -0.5959
N 2.336 -0.581 0.445 0.0 0.0 0.0 -0.3132
H 2.773 -1.930 -1.654 0.0 0.0 0.0 0.2328
H 3.766 -0.671 -2.408 0.0 0.0 0.0 0.2223
H 4.522 -1.896 -1.395 0.0 0.0 0.0 0.2245
H 5.171 0.969 -0.179 0.0 0.0 0.0 0.2311
H 3.807 1.829 2.039 0.0 0.0 0.0 0.2233
H 1.693 1.230 3.114 0.0 0.0 0.0 0.2263
H 0.406 -0.741 3.929 0.0 0.0 0.0 0.2430
H 0.899 -1.654 2.497 0.0 0.0 0.0 0.2283
H 2.122 -1.149 3.682 0.0 0.0 0.0 0.2114
H 1.034 1.450 0.125 0.0 0.0 0.0 0.3999
H -1.892 1.303 0.305 0.0 0.0 0.0 0.2412
H -1.736 0.718 -2.115 0.0 0.0 0.0 0.2370
H 0.020 0.935 -2.046 0.0 0.0 0.0 0.1939
H 0.143 -1.023 -0.607 0.0 0.0 0.0 0.4482
H 1.594 -4.508 2.300 0.0 0.0 0.0 0.2328
H 1.936 -5.108 0.686 0.0 0.0 0.0 0.2330
H 2.074 -3.363 1.018 0.0 0.0 0.0 0.2388
H -2.739 -5.684 1.047 0.0 0.0 0.0 0.2086
H -1.261 3.662 0.232 0.0 0.0 0.0 0.2176
H -0.319 3.427 -1.227 0.0 0.0 0.0 0.1931
H -3.166 2.516 -1.381 0.0 0.0 0.0 0.2043
H -1.484 4.266 -3.235 0.0 0.0 0.0 0.1993
H -1.641 2.518 -3.398 0.0 0.0 0.0 0.2039
H -3.050 3.551 -3.625 0.0 0.0 0.0 0.2112
H -2.481 5.485 -1.213 0.0 0.0 0.0 0.1987
H -4.045 4.831 -1.703 0.0 0.0 0.0 0.2085
H -3.460 4.579 -0.055 0.0 0.0 0.0 0.2101
```
Positions in Å, forces in eV/Å.

The total charge is 0. The spin multiplicity is 1. The value obtained for the energy above the lowest of the compared OMol25 structures with the same formula, charge and spin is 0.239 eV. The HOMO energy comes out at -9.38 eV.

***

Here is C4H8F3P in the gas phase in a non-equilibrium geometry from OMol25. Energies are from ωB97M-V/def2-TZVPD.

Structure (XYZ):
```
16
Properties=species:S:1:pos:R:3:forces:R:3:nbo_charge:R:1
C -2.510 0.231 0.603 0.2 0.7 -1.2 -0.6953
C 2.431 0.435 -0.925 -0.4 0.0 -0.1 -0.7076
C -1.449 -0.598 -0.092 -0.1 -0.6 -1.6 0.4377
C 2.130 -0.193 0.408 -1.4 -0.9 0.0 -0.0070
F -1.802 -1.905 -0.013 0.1 -0.6 0.5 -0.3549
F -1.387 -0.389 -1.488 -0.3 0.5 0.9 -0.3825
F 2.786 -1.385 0.511 0.4 0.0 0.4 -0.3625
P 0.345 -0.248 0.551 -1.5 1.1 0.6 0.7160
H -2.303 0.157 1.667 -0.9 -0.4 0.2 0.2310
H -2.279 1.269 0.385 0.0 0.3 -0.2 0.2271
H -3.555 0.062 0.200 1.2 -0.3 0.9 0.2517
H 1.566 0.669 -1.551 0.3 0.1 0.2 0.2247
H 3.010 1.310 -0.732 0.6 0.7 -0.2 0.2240
H 2.990 -0.297 -1.445 0.9 -0.5 -0.9 0.2267
H -0.209 -0.181 1.851 0.9 -0.2 0.2 -0.0217
H 0.235 1.062 0.072 -0.2 0.0 0.4 -0.0074
```
Positions in Å, forces in eV/Å.

The total charge is 0. The spin multiplicity is 1. The value obtained for the energy above the lowest of the compared OMol25 structures with the same formula, charge and spin is 2.231 eV. The HOMO energy comes out at -7.99 eV.

***

Here is C3H7O2 in the gas phase in a non-equilibrium geometry from OMol25. Energies are from ωB97M-V/def2-TZVPD.

Structure (XYZ):
```
12
Properties=species:S:1:pos:R:3:forces:R:3:nbo_charge:R:1
C 0.058 0.021 0.589 -1.7 1.1 1.5 -0.4862
C 0.765 -0.724 -0.490 1.2 -1.8 -0.2 -0.0827
O 2.131 -0.349 -0.704 -0.2 1.1 -0.5 -0.7122
C -1.373 0.548 0.298 0.6 -0.8 -1.1 -0.1262
O -1.843 1.383 1.223 -0.4 0.3 0.4 -0.2829
H 0.555 0.904 0.978 0.7 0.3 -0.6 0.2312
H -0.062 -0.499 1.551 0.2 -0.6 -0.5 0.2174
H 0.909 -1.775 -0.209 -0.3 0.2 0.2 0.1886
H 0.225 -0.839 -1.436 -0.2 0.7 0.0 0.1657
H 2.170 0.509 -1.173 -0.1 -0.6 0.4 0.4619
H -1.425 1.076 -0.680 0.2 0.2 0.1 0.2214
H -2.110 -0.253 0.053 0.1 0.0 0.4 0.2040
```
Positions in Å, forces in eV/Å.

The total charge is 0. The spin multiplicity is 2. The value obtained for the energy above the lowest of the compared OMol25 structures with the same formula, charge and spin is 0.877 eV. The HOMO energy (spin up / spin down) comes out at -10.49 / -10.08 eV.

***

Here is a gas-phase ion, C8H7N2O (charge +1) in a non-equilibrium geometry from OMol25. Energies are from ωB97M-V/def2-TZVPD.

Structure (XYZ):
```
18
Properties=species:S:1:pos:R:3:forces:R:3:nbo_charge:R:1
C -0.397 -1.807 -0.009 0.2 3.5 -1.0 0.5793
C -0.015 2.567 0.336 -3.4 3.0 -0.3 0.4224
C -1.610 -0.494 -0.145 4.7 -2.4 0.7 0.1673
C -0.732 0.566 0.042 -0.3 0.1 0.4 0.0324
C 0.712 0.595 0.087 -0.1 -3.2 0.1 0.2646
C 1.573 -0.505 -0.066 -2.1 1.1 0.3 0.1974
C -3.008 -0.640 -0.222 -2.9 -1.4 -1.7 -0.7540
C 3.012 -0.418 -0.274 1.1 0.5 -1.4 -0.6851
N -1.118 1.903 0.214 -0.6 0.2 -0.3 -0.4507
N 0.792 -1.696 -0.168 -1.9 1.3 0.6 -0.3338
O 1.055 1.864 0.306 4.1 -0.8 -0.3 -0.3829
H 0.077 3.718 0.390 -0.1 -2.3 0.2 0.2508
H -3.345 -0.128 -1.121 0.2 0.5 -0.3 0.2933
H -3.584 -0.227 0.546 -0.3 1.2 1.7 0.2793
H -3.611 -1.581 -0.370 1.8 0.1 0.1 0.3086
H 3.171 -0.855 -1.260 0.3 -0.7 0.0 0.2634
H 3.616 -0.956 0.470 -0.1 0.4 -0.2 0.2724
H 3.374 0.624 -0.550 -0.6 -1.0 1.3 0.2752
```
Positions in Å, forces in eV/Å.

The total charge is +1. The spin multiplicity is 1. The value obtained for the energy above the lowest of the compared OMol25 structures with the same formula, charge and spin is 3.425 eV. The HOMO energy (spin up / spin down) comes out at -13.51 / -13.51 eV.